Record 1
{
  "formula": "C29H30N4PRuS",
  "method": "ωB97M-V/def2-TZVPD",
  "symbols": ["Ru", "N", "N", "C", "N", "S", "H", "H", "H", "H", "H", "C", "C", "C", "C", "C", "C", "C", "P", "C", "C", "C", "C", "C", "C", "C", "C", "C", "C", "C", "C", "C", "C", "H", "H", "H", "H", "H", "H", "H", "H", "H", "H", "H", "H", "H", "H", "H", "H", "H", "H", "H", "H", "N", "C", "C", "C", "C", "C", "C", "C", "H", "H", "H", "H", "H"],
  "xyz": [[-0.585847, -1.568945, 0.045004], [0.625250, -3.280173, -0.809757], [-0.160629, -4.400007, -1.118663], [-1.256514, -4.673147, -0.386685], [-1.686138, -5.891094, -0.341041], [-1.983990, -3.523467, 0.581677], [0.996718, -2.875178, -1.660503], [1.343915, -3.545599, -0.197686], [0.195343, -5.042543, -1.796560], [-1.366348, -6.678776, -0.868715], [-2.605569, -6.024911, 0.084164], [-2.624216, 0.642278, 1.263683], [-2.001824, 0.977633, 2.652655], [-2.741355, 1.441344, 3.762868], [-2.099558, 1.727349, 5.004404], [-0.766687, 1.404346, 5.146822], [-0.032341, 0.959125, 4.074152], [-0.638445, 0.764158, 2.822616], [0.394972, 0.048174, 1.470446], [1.978210, -0.499995, 2.160390], [1.987849, -1.842511, 2.482098], [3.127102, -2.574686, 2.817360], [4.344008, -1.862195, 2.743791], [4.359409, -0.512578, 2.494226], [3.188914, 0.233286, 2.235492], [3.304160, 1.680038, 1.934049], [0.727832, 1.296434, 0.171163], [0.104794, 2.518763, 0.240412], [0.259395, 3.445418, -0.807450], [1.097351, 3.128051, -1.901032], [1.765397, 1.896171, -1.931390], [1.577987, 0.913419, -0.919657], [2.384160, -0.216319, -1.039693], [-2.482280, -0.455664, 1.132571], [-2.243373, 1.219257, 0.412199], [-3.711233, 0.820645, 1.262695], [-3.768470, 1.679927, 3.590294], [-2.818299, 2.151534, 5.732277], [-0.235152, 1.555403, 6.046530], [0.993597, 0.695996, 4.185302], [1.076012, -2.396218, 2.308765], [3.034678, -3.624107, 3.130686], [5.332283, -2.336292, 3.063012], [5.291985, -0.041684, 2.505762], [4.261614, 2.021862, 2.235185], [2.483750, 2.241049, 2.306943], [3.252930, 1.828873, 0.856216], [-0.460997, 2.815626, 1.118273], [-0.197983, 4.457150, -0.700602], [1.411005, 3.865752, -2.599587], [2.435773, 1.757452, -2.777147], [2.411159, -1.147371, -0.441916], [3.003843, -0.326030, -1.957464], [-1.374687, -0.705778, -1.907894], [-1.786234, -0.086336, -2.771784], [-2.187774, 0.676766, -3.883580], [-1.243018, 1.362842, -4.652673], [-1.626664, 1.941914, -5.815924], [-2.964822, 1.954087, -6.157154], [-3.933542, 1.330828, -5.384751], [-3.562710, 0.688264, -4.228983], [-0.212697, 1.394575, -4.262540], [-0.925878, 2.523026, -6.412604], [-3.275320, 2.496970, -7.068836], [-4.955001, 1.375296, -5.700512], [-4.235803, 0.200520, -3.571399]],
  "atomic_forces_ev_per_a": [[-1.0, 0.3, -0.7], [-1.3, 0.2, -1.2], [0.1, 0.2, -0.1], [1.3, 1.0, 0.0], [-2.1, -1.7, 0.2], [-0.6, 0.7, 0.7], [0.2, 0.0, -0.2], [1.5, -0.4, 1.0], [0.3, -0.5, -0.1], [0.5, -0.1, -0.3], [0.5, 0.0, -0.1], [-0.6, 0.0, 1.4], [-0.7, 0.1, -0.6], [1.7, 0.2, -0.4], [-2.3, -0.4, -1.6], [-0.1, 0.5, 0.0], [-0.7, -0.4, -1.1], [1.0, -0.3, 0.0], [0.4, 1.1, 0.9], [0.7, 0.6, 0.0], [0.2, -1.4, -0.4], [0.3, 0.8, -0.1], [0.8, -1.7, 1.5], [-1.8, 0.1, -0.2], [0.0, -1.1, -0.2], [-0.2, -0.7, -1.1], [0.0, -0.9, 0.7], [0.1, 0.7, -0.8], [0.2, 0.6, -0.1], [0.2, -1.0, 1.6], [-0.9, 1.3, -0.3], [0.3, 0.8, -0.3], [0.4, -1.8, -0.9], [-0.2, 0.5, -0.3], [0.3, -0.2, 0.3], [0.3, -0.2, 0.1], [-0.6, 0.0, 0.2], [1.2, -0.3, 0.1], [0.2, 0.2, 1.0], [0.6, 0.0, 0.2], [-0.4, -0.2, 0.4], [0.3, 0.6, -0.3], [-1.6, 0.5, -0.7], [1.2, 0.9, 0.0], [0.7, 0.7, 0.5], [-0.5, 0.7, 0.8], [0.1, 0.0, -0.2], [0.0, -0.2, -0.1], [0.4, -1.0, -0.3], [-0.3, 0.5, -0.6], [0.1, -0.4, 0.3], [-0.2, 1.0, 0.2], [-0.5, 0.3, 0.8], [0.6, -1.0, 1.6], [0.1, 0.7, -0.6], [-1.3, 0.3, -0.7], [1.1, -1.0, 1.5], [0.1, 1.3, -0.7], [-0.6, 0.4, -1.1], [0.1, 0.2, -0.1], [1.6, 0.0, 0.0], [-0.5, 0.0, -0.5], [-0.1, -0.3, 0.1], [0.2, -0.4, 0.6], [-0.4, 0.0, 0.0], [-0.7, -0.4, 0.3]],
  "multiplicity": 6,
  "gap_ev": [7.879, 6.698],
  "s2": 8.80,
  "mol_weight_da": 598.70,
  "lumo_energy_ha": [-0.1806, -0.2691],
  "total_charge": 2
}

Record 2
{
  "formula": "C18H18IrN10P",
  "method": "ωB97M-V/def2-TZVPD",
  "symbols": ["Ir", "N", "C", "N", "N", "N", "N", "C", "N", "N", "N", "N", "H", "C", "P", "C", "C", "C", "C", "C", "C", "C", "H", "H", "H", "H", "H", "H", "H", "H", "H", "H", "H", "C", "C", "C", "C", "C", "C", "C", "C", "N", "H", "H", "H", "H", "H", "H"],
  "xyz": [[0.283418, 0.088772, 0.079063], [-1.614593, -2.909978, 0.036235], [-0.422896, -2.937176, 0.678977], [0.090412, -3.989733, 1.296521], [1.246604, -3.571466, 1.805905], [1.464689, -2.328470, 1.532247], [0.419946, -1.888531, 0.806082], [-2.204909, -1.772243, -0.414589], [-3.446859, -1.680473, -0.860188], [-3.643062, -0.391378, -1.123465], [-2.589797, 0.308592, -0.868632], [-1.646642, -0.542676, -0.422474], [-2.149371, -3.766243, 0.012341], [0.551714, 2.753101, 2.648237], [-0.524644, 1.584159, 1.766891], [-1.979659, 2.554082, 1.294446], [-1.025676, 0.323983, 2.946851], [-2.290212, -0.261486, 2.846388], [-2.605448, -1.351997, 3.635540], [-1.661841, -1.879574, 4.509843], [-0.403719, -1.300705, 4.611240], [-0.077542, -0.211984, 3.822964], [1.450301, 2.260786, 3.015276], [-0.014014, 3.159465, 3.486062], [0.840510, 3.564682, 1.980127], [-2.538839, 2.815617, 2.192990], [-2.609859, 1.997079, 0.599347], [-1.646617, 3.464918, 0.795912], [-3.027922, 0.138577, 2.159955], [-3.585489, -1.804048, 3.560951], [-1.903937, -2.747152, 5.108470], [0.332239, -1.711300, 5.288926], [0.915584, 0.214736, 3.889403], [1.522363, 0.827626, -1.684593], [2.435443, 0.263247, -0.750265], [2.884348, 1.014208, 0.377625], [3.703728, 0.436667, 1.323872], [4.110507, -0.890882, 1.178618], [3.763091, -1.619043, 0.027703], [2.943859, -1.061189, -0.912534], [4.870447, -1.502923, 2.216514], [5.486946, -1.974274, 3.063336], [1.308178, 0.304515, -2.608673], [1.356523, 1.899059, -1.695507], [2.611470, 2.060247, 0.448581], [4.057814, 1.001388, 2.175564], [4.144063, -2.622989, -0.097137], [2.656988, -1.620082, -1.794900]],
  "atomic_forces_ev_per_a": [[-1.1, -1.3, -0.3], [0.0, -0.1, -0.1], [0.6, -0.2, 0.4], [-0.6, 0.0, -0.3], [0.4, 0.5, 0.1], [0.0, -0.4, 0.2], [-0.2, 1.5, -0.6], [-0.4, 0.7, 0.0], [0.3, -0.6, 0.2], [0.1, 0.5, 0.0], [-0.3, -0.1, -0.2], [1.9, 0.5, 0.6], [0.0, 0.0, 0.0], [0.3, -0.3, -0.5], [-0.3, -0.4, -0.4], [0.2, -0.1, -0.2], [0.3, -0.1, -0.3], [-0.1, 0.1, 0.0], [-0.1, -0.1, 0.0], [0.1, 0.1, 0.0], [0.0, -0.1, 0.0], [0.0, 0.1, 0.0], [0.0, 0.0, 0.0], [-0.1, 0.0, 0.0], [0.0, 0.0, 0.0], [0.1, 0.0, 0.1], [0.1, 0.0, 0.1], [0.0, 0.0, 0.0], [0.0, -0.1, 0.0], [0.0, 0.0, 0.0], [0.0, 0.0, 0.0], [0.0, 0.0, 0.0], [0.0, 0.0, 0.0], [-1.4, 0.0, 1.2], [1.2, -0.1, 0.3], [-1.0, -0.1, -0.3], [0.5, -0.7, 0.4], [-0.4, 0.7, -0.3], [0.1, 0.0, -0.1], [0.0, 0.2, -0.1], [0.3, -0.1, 0.2], [-0.1, 0.0, 0.0], [-0.2, -0.1, 0.1], [0.1, 0.0, -0.1], [0.1, 0.0, 0.0], [-0.1, 0.0, 0.0], [-0.1, 0.0, 0.0], [0.0, 0.0, 0.0]],
  "multiplicity": 2,
  "gap_ev": [5.467, 5.552],
  "s2": 0.76,
  "mol_weight_da": 597.60,
  "lumo_energy_ha": [-0.2287, -0.2261],
  "total_charge": 1
}